No. 1
Density functional theory data (wB97M-V/def2-TZVPD) for a molecular structure, C53H44N5O7PS2SbSn.

Properties
Orbital gap in Ha: 0.281
ΔE to the lowest compared entry with this formula, charge and spin in kcal/mol: 0.00
Energy in a.u.: -4439.028533
E_HOMO in eV: -5.47
Total charge: -1

Positions of all 114 atoms, in Å:
Sn: -0.73827 1.51530 0.84134
O: -5.62570 4.20664 4.08793
C: -4.62733 3.59492 3.40393
C: -4.88364 2.61837 2.44448
C: -3.81115 2.03434 1.80782
N: -2.55974 2.37618 2.09217
C: -2.30667 3.29720 3.01595
C: -3.31589 3.94050 3.69908
C: -0.82820 3.54102 3.30791
O: -0.55053 4.32082 4.21075
O: -0.04038 2.85951 2.57144
C: -3.93614 0.85868 0.85682
O: -4.99227 0.18626 0.91037
O: -2.91901 0.61872 0.17345
H: -6.46845 3.84480 3.79810
H: -5.88850 2.30191 2.19156
H: -3.07199 4.68211 4.44702
O: -2.72109 4.13835 -1.18602
C: -1.51980 3.95907 -1.35093
O: -0.74034 3.26251 -0.59903
C: -0.79960 4.66300 -2.48818
C: -1.41604 5.79791 -3.00443
C: -0.78852 6.57736 -3.95980
C: 0.46210 6.20424 -4.42648
C: 1.06669 5.05068 -3.95087
C: 0.45392 4.24912 -2.98083
P: 1.27731 2.70831 -2.35600
C: 2.57246 2.51275 -3.67843
C: 2.08909 2.06335 -4.91167
C: 2.94306 1.78918 -5.96705
C: 4.31664 1.93380 -5.80252
C: 4.81409 2.35096 -4.57857
C: 3.94983 2.64438 -3.52622
C: 2.27609 3.36584 -0.96124
C: 2.14497 4.65201 -0.44545
C: 2.90238 5.05488 0.64665
C: 3.79088 4.17553 1.24870
C: 3.91119 2.88277 0.75979
C: 3.16174 2.48456 -0.33715
H: -2.38620 6.06575 -2.60626
H: -1.26479 7.47620 -4.33494
H: 0.97501 6.81296 -5.16259
H: 2.03406 4.76664 -4.34120
H: 1.01823 1.93344 -5.03862
H: 2.54065 1.44656 -6.91296
H: 4.99282 1.71724 -6.62111
H: 5.88399 2.44729 -4.43156
H: 4.36107 2.99334 -2.58735
H: 1.43653 5.34332 -0.88424
H: 2.78950 6.05954 1.03590
H: 4.38065 4.49226 2.10016
H: 4.57991 2.18033 1.24365
H: 3.26865 1.47888 -0.73240
S: -2.07322 -2.73674 1.66523
C: -3.43271 -2.84952 2.60505
N: -4.52206 -2.02710 2.36564
C: -5.59870 -1.99077 3.15894
C: -5.69981 -2.82780 4.22657
C: -4.61603 -3.71142 4.40290
N: -3.54749 -3.73721 3.65074
H: -4.50716 -1.33655 1.58824
H: -6.35121 -1.26474 2.88035
H: -6.54821 -2.81392 4.89187
H: -4.63968 -4.43657 5.21355
S: 2.55955 -1.36770 -1.05347
Sb: 1.00231 -2.99957 -0.95773
C: 1.50008 -4.54972 -2.33280
C: 2.06435 -5.75083 -1.91719
C: 2.39664 -6.72292 -2.85368
C: 2.17657 -6.49172 -4.20435
C: 1.62551 -5.28744 -4.62425
C: 1.28673 -4.31852 -3.69058
C: 1.08939 -4.10113 0.85089
C: 2.05877 -3.74727 1.77784
C: 2.16831 -4.45721 2.96708
C: 1.33098 -5.53753 3.20775
C: 0.38351 -5.91204 2.26258
C: 0.25313 -5.18860 1.08794
C: -0.93898 -2.56518 -1.65713
C: -1.86732 -3.59657 -1.76571
C: -3.14696 -3.30685 -2.20803
C: -3.48912 -1.99887 -2.53949
C: -2.55316 -0.98215 -2.44571
C: -1.26742 -1.26331 -2.00093
H: 2.24586 -5.92880 -0.86324
H: 2.82679 -7.66245 -2.52718
H: 2.43221 -7.25195 -4.93253
H: 1.45779 -5.10452 -5.67865
H: 0.85942 -3.37592 -4.01544
H: 2.72473 -2.91827 1.56928
H: 2.90043 -4.15940 3.70806
H: 1.41155 -6.08653 4.13873
H: -0.26568 -6.75942 2.44695
H: -0.50867 -5.46699 0.36999
H: -1.60516 -4.61144 -1.49066
H: -3.88379 -4.09743 -2.28023
H: -4.50111 -1.77406 -2.85355
H: -2.82496 0.03858 -2.68077
H: -0.53911 -0.46461 -1.89885
C: 4.28042 -0.59164 2.77200
C: 2.81090 -0.53619 3.03847
C: 2.07170 -0.67083 4.19483
C: 0.72393 -0.58228 3.78716
N: 0.64555 -0.41639 2.47457
N: 1.91921 -0.38643 2.04366
C: -0.51805 -0.70429 4.60941
H: 4.74921 -1.36145 3.38444
H: 4.76459 0.35934 3.00344
H: 4.46390 -0.81506 1.71895
H: 2.45391 -0.77452 5.19933
H: 2.12043 -0.33675 1.04535
H: -0.41452 -0.15661 5.54800
H: -0.72535 -1.75319 4.83345
H: -1.36597 -0.30466 4.05199

Cartesian forces, eV/Å:
Sn -0.23 0.63 -0.11
O 0.04 0.06 0.03
C 0.04 -0.11 -0.13
C -0.06 0.07 0.04
C 0.03 -0.11 0.17
N 0.16 -0.04 -0.26
C 0.00 -0.06 -0.01
C -0.04 0.11 0.10
C 0.05 0.12 0.10
O 0.02 -0.10 -0.16
O 0.07 -0.11 -0.29
C -0.15 -0.24 -0.10
O 0.06 0.28 -0.03
O 0.13 0.07 -0.11
H -0.06 0.01 -0.03
H 0.03 -0.04 0.03
H 0.01 -0.05 -0.02
O 0.15 -0.09 -0.09
C -0.30 0.05 0.32
O 0.10 -0.24 0.16
C 0.14 -0.20 -0.07
C 0.04 0.06 0.07
C -0.02 0.04 -0.06
C 0.05 0.00 -0.04
C -0.11 -0.12 0.07
C -0.07 0.27 0.13
P 0.06 0.17 -0.12
C -0.12 -0.18 0.09
C 0.00 -0.03 0.00
C 0.00 0.03 0.04
C 0.00 -0.01 0.01
C -0.03 0.02 0.05
C -0.03 0.11 -0.03
C 0.03 -0.07 0.02
C 0.02 0.01 0.01
C 0.02 -0.02 -0.01
C -0.02 0.01 -0.02
C 0.02 0.01 0.00
C -0.04 -0.04 -0.07
H 0.01 -0.04 -0.01
H 0.00 -0.03 0.02
H -0.01 -0.03 0.01
H 0.02 0.03 0.00
H 0.03 -0.02 -0.02
H 0.00 0.02 0.01
H -0.02 -0.02 0.02
H -0.03 0.03 -0.02
H -0.02 -0.03 0.01
H 0.02 -0.02 -0.02
H -0.02 -0.03 0.00
H -0.06 -0.01 0.02
H 0.01 0.00 -0.06
H -0.04 -0.04 0.08
S -0.19 0.05 0.14
C 0.01 -0.03 -0.07
N 0.06 -0.01 0.02
C -0.10 0.07 -0.06
C -0.01 -0.03 0.09
C 0.17 0.03 -0.15
N -0.10 -0.02 0.09
H 0.11 -0.14 0.08
H 0.03 0.02 -0.03
H -0.02 -0.01 -0.03
H 0.00 0.02 -0.01
S -0.12 0.05 -0.09
Sb 0.28 -0.41 -0.18
C 0.00 0.10 -0.01
C -0.02 0.05 -0.03
C 0.00 -0.01 -0.01
C -0.02 -0.01 0.02
C -0.02 0.02 0.02
C 0.02 -0.05 0.08
C -0.08 0.06 -0.09
C 0.00 0.04 0.01
C -0.03 -0.04 0.01
C 0.01 0.04 -0.02
C 0.01 -0.01 0.00
C 0.04 0.03 -0.01
C 0.19 0.04 0.19
C -0.01 0.08 -0.01
C 0.00 0.04 -0.01
C 0.00 -0.07 0.02
C 0.00 0.02 -0.01
C -0.01 0.04 0.06
H -0.01 -0.03 -0.01
H 0.00 0.03 0.00
H 0.01 0.01 0.01
H 0.00 0.00 0.02
H -0.02 -0.03 -0.04
H -0.04 0.03 0.04
H 0.00 0.00 -0.04
H 0.00 0.01 -0.04
H -0.01 0.05 0.02
H 0.00 0.00 0.03
H -0.01 -0.01 -0.05
H 0.00 0.01 0.01
H 0.03 0.01 -0.01
H 0.00 -0.02 0.03
H 0.01 -0.01 -0.02
C -0.08 0.13 0.00
C -0.01 -0.14 -0.03
C 0.03 0.08 0.12
C -0.01 -0.11 -0.07
N 0.11 -0.14 0.23
N 0.04 0.17 0.02
C 0.10 0.08 -0.04
H 0.02 -0.02 -0.03
H -0.02 0.00 0.00
H 0.03 -0.03 0.03
H -0.04 -0.05 -0.06
H -0.12 -0.07 0.13
H -0.04 -0.01 -0.03
H -0.03 0.02 0.00
H 0.00 -0.02 0.04

No. 2
Density functional theory data (wB97M-V/def2-TZVPD) for a molecular structure, C53H45BrIKN6O7S3 at a distorted geometry.

Properties
Orbital gap (spin up / spin down) in Ha: 0.118 / 0.086
Energy in a.u.: -7567.794198
E_HOMO (spin up / spin down) in eV: -1.05 / -0.20
Total charge: -2

Positions of all 117 atoms, in Å:
K: 18.75284 11.84829 12.21589
C: 6.83134 19.82378 17.11136
C: 6.80753 19.85405 15.57362
C: 7.88664 20.46472 14.82078
C: 7.95078 20.53443 13.50038
C: 6.87115 19.89603 12.69664
C: 5.89147 19.16771 13.38493
C: 5.88057 19.13944 14.81889
S: 6.92922 19.73292 11.03231
O: 7.81854 20.77153 10.36731
C: 16.39446 13.00405 17.05407
C: 15.44954 12.30135 17.74337
C: 15.71431 11.87760 19.00666
C: 16.62441 12.68469 19.81479
C: 16.69579 12.54979 21.27609
C: 17.43261 13.46522 22.05565
C: 18.08095 14.50951 21.35641
C: 18.02034 14.60624 19.95179
C: 17.48067 13.60305 19.15004
C: 17.25646 13.86418 17.70768
C: 18.12984 14.77233 16.95348
C: 17.70618 16.09662 16.79562
C: 16.65124 16.73303 17.41998
C: 16.29872 18.03772 17.11518
C: 16.93262 18.82221 16.18529
C: 17.90771 18.19055 15.45780
C: 18.29470 16.91301 15.73078
C: 19.43712 16.37645 14.96252
C: 19.86943 15.12144 15.25489
C: 19.19205 14.33417 16.20981
S: 19.29915 12.57495 16.21765
O: 18.51451 11.98962 15.00968
C: 21.06886 12.27190 15.83224
C: 22.00183 13.01522 16.57968
C: 23.35014 12.73957 16.52885
C: 23.76440 11.69354 15.68597
C: 25.29584 11.57614 15.57489
C: 22.86736 10.78173 15.16695
C: 21.54223 11.21134 15.04889
H: 7.76395 19.56339 17.53765
H: 6.12650 19.06026 17.44098
H: 6.59393 20.84530 17.47255
H: 8.68205 21.01626 15.42021
H: 8.79701 21.05369 13.01167
H: 5.15358 18.63944 12.82390
H: 5.31645 18.37989 15.35247
H: 14.58072 11.95122 17.07298
H: 15.23366 11.06385 19.52753
H: 16.24114 11.66205 21.73124
H: 17.41238 13.48991 23.16500
H: 18.65555 15.21813 21.92552
H: 18.33367 15.56618 19.48744
H: 16.15741 16.24255 18.22751
H: 15.38186 18.25221 17.63632
H: 16.40377 19.77514 16.04130
H: 18.41509 18.81289 14.67160
H: 19.99908 17.04325 14.24175
H: 20.70364 14.69841 14.62617
H: 21.59899 13.95270 17.15752
H: 24.09770 13.31912 17.17023
H: 25.60854 12.53629 15.10065
H: 25.56096 10.73221 14.97269
H: 25.72278 11.58387 16.60242
H: 23.19291 9.85820 14.65098
H: 16.87631 12.84951 15.18292
O: 4.75495 6.69262 16.87180
C: 4.56865 7.60784 16.21365
N: 14.84256 12.54994 11.11485
C: 15.94083 12.36560 11.42774
H: 13.84220 12.70967 10.90611
C: 16.59854 6.84639 5.31211
N: 15.85595 6.70873 6.57532
C: 16.09245 6.03068 7.75028
C: 15.09155 6.30497 8.59389
N: 14.16439 7.16229 7.99670
C: 14.54798 7.13349 6.72578
H: 17.22910 7.69450 5.37202
H: 15.82436 6.98594 4.57406
H: 17.20881 5.91662 5.13724
H: 16.88833 5.33914 7.88713
H: 14.87008 5.68448 9.46318
H: 13.90213 7.51428 5.92010
Br: 23.12690 13.03336 10.08630
C: 22.90704 13.91103 8.45281
C: 23.96320 14.52936 7.82293
C: 23.88774 14.96334 6.49597
C: 22.65334 14.82393 5.83263
C: 21.63191 14.07079 6.40518
C: 21.75068 13.51624 7.65293
I: 20.22661 12.41705 8.56309
H: 24.94319 14.30454 8.20472
H: 24.81700 15.20880 5.96107
H: 22.55899 15.32898 4.86987
H: 20.69528 13.88001 5.84762
O: 6.16997 20.57711 7.16145
C: 6.50308 19.25332 6.93298
N: 5.79188 18.40901 7.82325
C: 6.31228 17.42971 8.67134
O: 5.75790 17.29143 9.75710
C: 7.35906 16.49271 8.26460
C: 7.87200 16.21982 7.00119
C: 8.88536 15.32005 6.88462
C: 9.35498 14.59082 7.98366
N: 8.89569 14.90640 9.18279
C: 7.88618 15.72864 9.35603
H: 6.86438 20.91923 7.69423
H: 7.62735 19.10954 7.01539
H: 6.21369 18.87994 5.92810
H: 5.01760 18.84917 8.33256
H: 7.56492 16.67089 6.09990
H: 9.17185 15.00654 5.89079
H: 10.03433 13.78114 7.84256
H: 7.45457 15.93634 10.38327
O: 16.09450 13.08571 15.76646
O: 21.89512 8.27641 13.67166
S: 20.61247 8.97982 13.99169
N: 20.65465 10.57671 14.17756

Cartesian forces, eV/Å:
K 0.39 -0.18 1.11
C -1.06 0.76 -1.51
C 1.34 -0.39 -0.66
C -0.27 1.05 4.05
C -1.14 -0.38 -3.27
C 1.67 0.40 2.10
C 0.60 0.68 2.00
C 1.00 -0.10 -0.87
S -1.08 -0.75 -1.13
O 1.08 1.05 -0.61
C 0.17 3.02 0.36
C -2.09 -3.31 0.12
C 0.34 1.25 1.61
C 0.77 -1.70 0.84
C 0.77 0.37 -0.67
C -0.77 -0.52 -1.15
C -0.28 -0.40 -1.12
C 1.32 1.20 1.68
C -3.02 1.39 -1.01
C 1.53 -1.98 1.36
C -1.85 1.58 0.96
C 0.94 0.96 -2.15
C 0.01 0.44 0.48
C -0.83 -1.43 1.10
C -2.37 0.64 0.85
C 0.93 1.93 -1.29
C 1.73 -0.99 -0.29
C 0.16 0.51 0.23
C 0.66 -0.12 -1.56
C 1.90 -2.55 -1.06
S 0.87 -0.38 -1.35
O -0.20 0.92 0.36
C 0.41 1.03 0.60
C -1.37 1.94 0.99
C 0.31 0.72 0.22
C 1.65 -0.47 1.78
C -1.14 1.25 0.56
C 1.16 0.69 -0.96
C -1.81 -1.10 -0.41
H 1.26 -0.28 0.18
H -0.29 0.34 0.25
H -0.22 -0.65 0.19
H -0.91 -0.84 -0.68
H -0.78 -0.49 0.06
H -0.41 -0.38 -0.27
H -0.68 0.32 -0.14
H 1.47 0.07 1.39
H -0.66 0.10 -0.10
H -0.21 0.54 -0.11
H 0.13 -0.42 -0.90
H -0.11 0.52 0.02
H 0.25 -0.98 0.21
H -0.57 -0.39 0.36
H -0.17 1.18 0.06
H 1.01 -0.14 -0.56
H -0.27 -1.02 0.62
H -0.85 -0.85 0.85
H -0.82 0.25 1.01
H 0.82 -2.07 -0.87
H -1.09 -0.71 -1.26
H 0.14 -0.83 0.12
H 0.52 -0.48 -0.18
H -0.01 -0.36 -0.76
H -0.25 0.86 0.18
H -0.31 0.21 0.95
O -0.34 1.69 -1.22
C 0.34 -1.69 1.22
N -1.60 0.23 -0.27
C 0.10 -0.02 -0.10
H 1.48 -0.19 0.35
C -0.36 -2.07 1.19
N -1.88 -0.83 -0.69
C 1.30 0.08 -0.38
C -0.94 -0.02 0.59
N -0.23 -2.36 -1.35
C 0.26 2.42 0.96
H 0.70 0.83 -0.09
H 0.16 -0.04 -0.58
H -0.67 0.97 -0.05
H 0.66 -0.09 -0.07
H 0.15 0.97 0.19
H 0.86 0.17 0.29
Br 0.52 0.28 0.60
C -1.84 -1.85 -1.67
C 0.72 -0.84 -0.89
C -0.88 -0.62 0.07
C 1.20 0.59 0.05
C -1.16 0.04 -1.02
C 1.55 1.56 2.20
I -0.20 0.00 -0.62
H 0.28 0.75 0.64
H -0.68 0.38 0.33
H -0.27 -0.57 0.08
H 0.71 0.23 0.26
O -0.79 -0.16 -1.27
C 1.51 -0.91 -1.21
N -0.21 -1.44 1.92
C -2.28 1.10 0.59
O 0.22 -0.62 -0.82
C 0.99 -1.03 0.88
C -0.12 0.69 1.28
C 0.72 -2.23 -0.34
C -1.39 2.13 -0.87
N 0.23 -1.73 1.40
C -0.37 1.75 -0.36
H 0.78 0.78 1.27
H -1.20 -0.05 0.09
H 0.19 1.08 -0.04
H 0.56 0.12 -0.38
H -0.74 0.79 -0.69
H 0.35 0.15 -0.12
H 0.63 -0.33 0.27
H 0.81 -0.41 -1.36
O 0.61 0.08 -2.89
O 0.51 -0.21 -0.06
S -0.60 0.66 -0.22
N 0.26 -0.71 0.02